20
Properties=species:S:1:pos:R:3 method="wB97M-V/def2-TZVPD" total_energy_ha=-688.415404 charge=+1 gap_ha="0.257 / 0.257" de_lowest_kcal_mol=58.03
C -0.06148 1.44520 -0.31484
C -1.39602 1.61931 -0.50103
C -1.98965 -0.84073 0.50839
C -2.67973 -2.05785 0.77196
C 2.95897 0.63646 -0.84347
C 1.95080 0.27682 0.31554
N 0.59891 0.31618 -0.06118
S -2.59787 0.32819 -0.52925
H 0.48372 2.36648 -0.43526
H -1.86379 2.45673 -1.05469
H -1.07622 -0.69278 1.00375
H -3.50420 -2.22960 0.13896
H -3.02167 -2.18819 1.82772
H -2.00047 -2.94141 0.83040
H 3.75823 -0.12192 -0.51415
H 2.71081 0.28234 -1.82889
H 3.35928 1.56366 -0.85421
H 2.11224 1.02764 1.07757
H 2.20391 -0.71297 0.77596
H 0.05423 -0.53355 -0.31326



20
Properties=species:S:1:pos:R:3 method="wB97M-V/def2-TZVPD" total_energy_ha=-688.432675 charge=+1 gap_ha=0.274 de_lowest_kcal_mol=47.20
C -0.21274 -1.24202 1.76151
C -0.55534 -0.52123 0.53083
C -1.41743 0.52417 0.55118
S -1.86045 1.33083 2.05687
C -0.16395 -0.95767 -0.91376
C 1.34766 -0.33759 -1.31620
C 0.99326 1.02017 -1.41469
N 0.69070 1.69786 -0.30978
H -0.31630 -0.44368 2.56439
H 0.75439 -1.77753 1.95177
H -1.02307 -2.00520 1.98762
H -1.93386 0.75376 -0.36012
H -3.02747 1.85025 1.64066
H -0.93205 -0.73096 -1.67096
H -0.02654 -2.12476 -0.74036
H 2.11348 -0.43718 -0.51778
H 1.67489 -0.82172 -2.20315
H 0.71014 1.30725 -2.41475
H 1.16843 1.43185 0.53304
H 0.40511 2.64969 -0.30430



19
Properties=species:S:1:pos:R:3 method="wB97M-V/def2-TZVPD" total_energy_ha=-310.899004 charge=-1 gap_ha="0.116 / 0.292" de_lowest_kcal_mol=65.60 multiplicity=2
C -0.76798 1.55919 1.80516
C -0.72061 0.99013 0.36348
C 0.01003 1.79247 -0.49886
C -1.51490 -0.36792 0.06925
C -0.41395 -1.48234 -0.18089
C 0.80981 -1.68893 0.38882
H -0.89161 2.61513 1.66912
H 0.16828 1.29909 2.42019
H -1.56419 0.95206 2.21233
H 0.22273 2.84088 -0.33597
H 0.35828 1.38074 -1.39819
H -2.21129 -0.68754 0.87194
H -1.91741 -0.36601 -0.89945
H -0.79311 -2.09959 -0.96405
H 1.39901 -1.04254 1.02287
H 1.44753 -2.59296 0.24997
H 1.57070 -1.35205 -1.75143
H 2.82759 -0.65992 -2.48622
O 1.98109 -1.08990 -2.55808



19
Properties=species:S:1:pos:R:3 method="wB97M-V/def2-TZVPD" total_energy_ha=-311.003005 charge=0 gap_ha=0.383 de_lowest_kcal_mol=35.31
C -0.42112 -0.64936 2.70620
C -0.09347 0.36108 1.63294
O 0.63382 -0.33076 0.65483
C 1.03003 0.42875 -0.43054
C 1.31432 -0.43145 -1.60485
C 0.19067 0.55883 -1.68089
C -1.21607 0.04221 -1.80461
H 0.50287 -1.06892 3.11812
H -1.01066 -1.46586 2.27569
H -0.98668 -0.16887 3.50611
H 0.51497 1.18472 2.04020
H -1.00381 0.78345 1.18267
H 1.65476 1.29817 -0.19131
H 0.96226 -1.45397 -1.46832
H 2.22350 -0.30269 -2.16838
H 0.41924 1.45700 -2.25158
H -1.92748 0.84288 -1.58577
H -1.40492 -0.33694 -2.81728
H -1.38241 -0.78606 -1.10714